1.
9
Properties=species:S:1:pos:R:3 method="wB97M-V/def2-TZVPD" homo_ev=-16.89 total_charge=+1 orbital_gap_ev=9.79 max_force_ha_per_bohr=0.056 relative_energy_ev=1.767 energy_ha=-296.5604
C -1.0246 1.6479 0.0421
N -0.1696 -0.6627 -0.0661
N 0.2349 -1.0209 0.9632
H 0.3508 1.1836 -1.6871
C 0.1347 1.0982 -0.6019
N 0.0942 -1.3434 2.0676
H 0.9773 1.2176 -0.0175
N -2.0188 2.1012 0.4288
H 0.4308 -2.0833 2.6680

***

2.
111
Properties=species:S:1:pos:R:3 method="wB97M-V/def2-TZVPD" homo_ev="-9.51 / -9.48" total_charge=+1 spin_multiplicity=2 orbital_gap_ev="5.83 / 5.95" max_force_ha_per_bohr=0.037 relative_energy_ev=2.056 energy_ha=-6219.5763 s_squared=0.79
C -2.3511 5.1252 1.2668
H -4.4960 -2.4064 2.2071
N 2.1465 0.6647 0.9255
C 1.0062 1.7053 4.5465
N -1.0605 0.2411 1.9341
H -2.6265 -0.9626 2.6316
H -4.7483 -1.2934 0.0255
C -4.3682 -2.1740 -0.4939
H 5.2280 -2.2284 0.2453
C -1.0171 4.0151 2.9024
H -0.4718 -0.6835 6.4239
H 2.2397 -0.5198 -3.3924
H -3.9409 0.1588 -3.2148
C -0.5207 3.1955 1.9120
H -1.9702 2.8599 -1.6230
C 2.8494 -0.0782 -2.5953
H -3.0508 5.9037 0.9918
C -0.8855 -4.6677 1.3745
Ti 0.0860 -1.5752 -0.9150
H 3.9088 5.3600 2.6074
C -3.5344 1.0668 -2.7601
C -4.5301 1.5499 -1.7000
H -1.1781 -3.0830 2.8158
C -0.3888 0.4727 -4.4243
C 2.7358 1.8311 1.4193
H -0.2102 -5.2450 2.0078
N 0.1164 -3.1385 -1.8782
C 1.8579 2.7575 1.9932
P -1.9835 0.5323 -1.8980
S 0.0926 -4.4003 -2.7145
C 0.6019 -2.6772 1.6876
H 1.2142 1.1118 6.6011
H -5.4605 1.8623 -2.1756
C -2.1948 -0.6142 1.6911
C -1.8725 4.2783 0.2751
H 1.7371 2.5014 4.6014
H 5.7861 -3.1450 -1.1416
C -3.4213 -2.9662 0.4039
C 2.3431 1.3339 -2.3024
H 2.4253 1.9391 -3.2066
C 4.4909 3.4504 1.8168
Ge 0.1953 0.7017 0.5333
H 4.8539 1.5088 1.0506
C -3.3621 2.1421 -3.8339
C -0.2297 -0.0822 5.5575
C -1.9548 4.9895 2.5851
H 4.9457 0.4548 -2.3582
H 0.0504 1.4240 -4.1308
H 0.7363 -1.6728 2.0880
C 3.1016 -0.2521 0.3439
H -1.8817 -5.0940 1.4839
H 2.2264 -4.1687 -0.7039
C 0.3505 1.4577 3.3616
C 2.2462 4.0146 2.3969
H -3.1498 -3.8919 -0.1134
C -0.5772 0.4102 3.2225
C -0.8305 -3.1976 1.7845
H 5.5518 -1.4069 -1.2791
H -2.9937 -0.0714 1.1702
H 0.3915 -0.1306 -4.8921
H 5.5427 3.7004 1.7695
H -4.1402 2.4125 -1.1531
H 3.1826 -3.5393 0.6580
H -0.1046 -0.6552 -2.7074
H -2.6071 -1.1245 -4.4238
H -4.9554 -3.9682 1.5479
P 2.5580 -1.1801 -1.1377
H -4.2901 2.2439 -4.3989
H 3.9099 -4.6334 -0.5019
H 4.3250 0.6062 -3.9928
H -3.4463 -3.8080 2.4383
H 2.9417 1.8136 -1.5251
C 0.7132 0.9254 5.6618
H -3.8948 -1.8426 -1.4182
C -1.7916 -1.4930 -3.7985
H 1.3104 -3.3460 2.1820
H 0.9700 -2.7234 0.6362
H 1.5134 4.7035 2.7946
H -1.1539 -2.1120 -4.4311
C 5.1473 -2.3144 -0.8396
C 3.7000 -2.6260 -1.2417
C -0.8687 -0.3528 4.3520
H -2.5658 1.9331 -4.5426
C 3.2066 -3.8057 -0.4009
H 3.4569 -0.9989 1.0681
H -4.7642 0.7731 -0.9733
C 4.2926 -0.0145 -3.0958
H 4.0016 0.2720 0.0077
C -4.1071 -3.3071 1.7302
H -2.3484 5.6410 3.3521
N 0.5316 2.2344 2.1531
N -0.4826 2.2789 -0.2891
H 3.6647 -2.9223 -2.2962
C -1.1415 2.1573 -1.5749
H -1.1395 0.6611 -5.1902
H 4.6992 -0.9908 -3.3551
H -0.5609 -4.8117 0.3389
H -0.4892 2.4315 -2.4097
H -3.1598 3.1142 -3.3814
C -1.0093 -0.3018 -3.2554
C 3.5850 4.3779 2.2946
H -5.2265 -2.7937 -0.7568
H -1.5835 -1.1644 4.3134
C -0.9686 3.2575 0.5846
P -1.8201 -2.1092 0.6691
H -0.6674 3.8906 3.9197
O 0.8091 -5.5534 -2.1855
H -2.2076 4.4489 -0.7377
H 1.3072 1.3570 -1.9655
C 4.0878 2.1905 1.3881
H -2.2157 -2.1264 -3.0189